# 1
The following is a DFT calculation (ωB97M-V/def2-TZVPD) of a 13-piece molecular cluster, C19H64N4O13 overall in a non-equilibrium geometry.

Output
- spin multiplicity = 1
- charge = 0

Last column: Löwdin charge in e.
Atoms and positions in Å:
C: -4.1960 0.2961 -3.6765  -0.07
C: -3.1790 -0.3889 -2.8145  -0.32
O: -3.5490 0.0091 -1.5355  -0.15
H: -4.1170 1.3821 -3.6715  0.08
H: -5.2200 0.1011 -3.3414  0.08
H: -4.0360 -0.1039 -4.6735  0.07
H: -2.1500 -0.1119 -3.0755  0.09
H: -3.3150 -1.4929 -2.8265  0.12
H: -4.3930 -0.4799 -1.3805  0.06
C: 2.7920 0.1861 2.0145  -0.04
C: 4.1630 0.7941 1.6515  -0.29
O: 4.9410 0.5331 2.7925  -0.09
H: 2.6080 0.2551 3.0485  0.06
H: 2.7390 -0.8139 1.6395  0.04
H: 2.0720 0.7711 1.5195  0.03
H: 4.0890 1.8801 1.5775  0.10
H: 4.5610 0.2201 0.7925  0.09
H: 5.5280 -0.2209 2.5915  0.09
C: 0.0040 3.4581 0.9145  -0.07
C: 0.2240 4.3901 2.1335  -0.22
O: 0.0060 3.4471 3.1975  -0.10
H: 0.2890 3.9241 0.0225  0.04
H: -1.0470 3.1111 0.8495  0.09
H: 0.4960 2.4901 0.9455  0.04
H: -0.3600 5.2321 2.2665  0.09
H: 1.2790 4.6401 2.2515  0.11
H: 0.1990 4.0151 3.9105  0.07
C: 3.7520 4.3981 -2.0085  -0.08
C: 3.2040 3.5581 -0.9645  -0.37
O: 2.3880 2.4931 -1.3055  -0.09
H: 2.9770 5.0141 -2.4405  0.08
H: 4.3510 3.8201 -2.7355  0.10
H: 4.4740 5.0991 -1.5855  0.09
H: 2.6780 4.1201 -0.1905  0.11
H: 4.0580 3.1851 -0.3805  0.11
H: 2.9260 1.7251 -1.5975  0.07
C: -0.0830 -4.1279 1.5635  -0.05
C: -1.5590 -3.9019 1.2215  -0.30
O: -1.7830 -3.0439 0.1685  -0.09
H: 0.3590 -3.1699 1.9445  0.08
H: 0.3900 -4.4959 0.6415  0.08
H: 0.0780 -4.8439 2.2675  0.04
H: -1.9010 -3.3389 2.1185  0.09
H: -2.1910 -4.7409 1.0145  0.12
H: -2.7600 -2.9719 0.0115  0.14
C: 3.1360 -3.1339 0.3895  -0.09
C: 4.5450 -2.7729 -0.0255  -0.34
O: 4.8310 -3.3629 -1.2585  -0.10
H: 2.9620 -4.1559 0.0745  0.07
H: 2.3480 -2.5959 -0.1435  0.05
H: 3.1170 -3.1069 1.5175  0.10
H: 5.2220 -3.3079 0.6205  0.11
H: 4.6900 -1.7389 -0.2195  0.07
H: 5.1520 -2.5599 -1.7945  0.11
C: -5.7620 0.3491 0.6335  -0.58
O: -6.2220 -0.2419 -0.5435  -0.14
N: -6.6480 0.4761 1.5595  0.17
N: -4.4600 0.5201 0.9115  0.16
H: -7.5810 0.1001 1.2565  0.16
H: -6.5220 0.7751 2.4665  0.09
H: -3.8390 0.3901 0.0775  0.07
H: -4.0800 1.1411 1.6445  0.14
C: -0.3120 -0.0739 3.6605  -0.60
O: 0.5800 0.2591 4.7095  -0.17
N: -0.7870 -1.2679 3.4345  0.15
N: -0.6270 0.7651 2.7425  0.18
H: -0.5870 -1.9669 4.1465  0.13
H: -1.2530 -1.5899 2.6035  0.05
H: -0.2740 1.7541 2.8605  0.09
H: -0.9000 0.3921 1.8545  0.04
C: -3.7160 -1.3859 3.5945  -0.19
O: -5.0400 -1.6449 3.2595  -0.13
H: -3.1680 -2.2579 3.8745  0.06
H: -3.7350 -0.5009 4.2545  0.10
H: -3.2790 -0.9809 2.6655  0.05
H: -5.2130 -1.1519 2.4215  0.05
C: -0.0860 -0.2679 -0.2585  -0.13
O: -1.2690 -0.5419 0.4835  -0.17
H: 0.6940 -1.0199 -0.1075  0.06
H: 0.4490 0.6411 -0.0545  0.05
H: -0.4010 -0.2949 -1.3205  0.08
H: -1.5340 -1.4119 0.0825  0.05
C: -0.4760 2.1251 -2.9415  -0.13
O: 0.3460 3.3151 -3.0085  -0.14
H: -1.3280 2.1701 -3.5875  0.07
H: -0.7940 1.9851 -1.9235  0.06
H: 0.0660 1.2541 -3.2415  0.04
H: 1.1360 3.1821 -2.4245  0.03
C: 0.0420 -1.4259 -4.4755  -0.20
O: -0.7800 -1.9549 -3.5355  -0.11
H: -0.3830 -1.1759 -5.4185  0.08
H: 0.9500 -2.1169 -4.5785  0.11
H: 0.4500 -0.5419 -4.0635  0.03
H: -0.7260 -2.9049 -3.6895  0.10
C: 2.8410 -0.8739 -2.3655  -0.08
O: 3.8880 0.0821 -1.9215  -0.14
H: 3.1180 -1.9139 -2.3875  0.06
H: 2.7840 -0.7659 -3.4385  0.07
H: 1.8950 -0.6829 -1.7725  0.09
H: 4.7540 -0.2869 -2.1715  0.09

***

# 2
The following is a DFT calculation (ωB97M-V/def2-TZVPD) of a 13-piece molecular cluster, C19H64N8O13 overall in a non-equilibrium geometry.

Output
- spin multiplicity = 1
- charge = 0

Last column: Löwdin charge in e.
Atoms and positions in Å:
C: 0.1049 -3.3768 -1.2479  -0.08
C: -0.7511 -4.4248 -0.6359  -0.30
O: 0.0319 -4.9248 0.4591  -0.09
H: 0.5099 -2.7908 -0.4059  0.07
H: -0.5731 -2.7148 -1.8109  0.08
H: 0.8049 -3.7808 -1.9039  0.06
H: -1.0891 -5.2068 -1.2579  0.10
H: -1.5631 -3.8578 -0.1719  0.08
H: -0.5711 -5.5538 0.9041  0.09
C: 0.4149 -0.2258 4.7151  -0.06
C: 0.9539 -1.6208 4.4551  -0.34
O: 0.2929 -2.2458 3.4051  -0.09
H: 0.3799 0.3322 3.8131  0.05
H: 1.0659 0.3512 5.4011  0.09
H: -0.6051 -0.3328 5.1041  0.06
H: 0.8799 -2.2088 5.3751  0.11
H: 2.0059 -1.5028 4.1541  0.11
H: 0.6849 -3.1568 3.3601  0.11
C: -0.3561 5.0472 0.7321  -0.10
C: -0.4681 3.5692 0.3541  -0.32
O: 0.6139 2.9412 0.9721  -0.10
H: 0.6969 5.4572 0.5761  0.08
H: -0.5111 5.2072 1.7681  0.05
H: -1.0331 5.6802 0.1521  0.07
H: -0.3731 3.4602 -0.7579  0.10
H: -1.4251 3.2292 0.7621  0.11
H: 0.3279 2.0542 1.2781  0.05
C: 0.8189 0.0802 -0.5099  -0.03
C: 0.5469 -0.2078 0.9771  -0.32
O: -0.5331 0.4792 1.5041  -0.11
H: -0.0721 -0.2158 -0.9499  0.04
H: 1.6339 -0.6138 -0.6919  0.06
H: 1.2319 1.0382 -0.6719  0.04
H: 1.4759 0.0622 1.5611  0.10
H: 0.4329 -1.2688 1.2191  0.09
H: -1.1021 -0.1698 1.9391  0.04
C: -1.1801 1.8232 -3.1169  -0.08
C: -2.0731 0.7972 -3.8189  -0.23
O: -1.7491 -0.4318 -3.1359  -0.13
H: -1.4001 2.0182 -2.0439  0.06
H: -1.2781 2.8282 -3.6139  0.10
H: -0.1651 1.6422 -3.1579  0.00
H: -1.8191 0.7222 -4.8529  0.09
H: -3.1201 1.0472 -3.8079  0.10
H: -1.0131 -0.8558 -3.5499  0.02
C: 2.3819 3.2402 -1.9099  -0.07
C: 2.4249 4.7552 -1.8419  -0.31
O: 2.4469 5.2892 -3.1509  -0.10
H: 1.4989 2.9222 -2.3949  0.04
H: 2.3959 2.8472 -0.9099  0.05
H: 3.1759 2.7422 -2.4889  0.07
H: 3.2369 5.1452 -1.2299  0.11
H: 1.5009 5.0882 -1.3089  0.09
H: 2.1759 6.2582 -3.1349  0.12
C: -3.3481 -2.4048 1.4091  -0.60
O: -2.1091 -1.8508 1.1841  -0.09
N: -4.2291 -2.6788 0.5121  0.19
N: -3.6731 -2.8218 2.5911  0.12
H: -3.9011 -2.6608 -0.4829  0.16
H: -5.1091 -3.1968 0.6111  0.14
H: -2.9011 -2.8688 3.2891  0.15
H: -4.5761 -3.2438 2.8431  0.14
C: 0.6789 -0.8318 -5.1979  -0.65
O: -0.0081 -0.9128 -6.4019  -0.13
N: 0.7089 -1.7548 -4.2629  0.16
N: 1.4789 0.1232 -4.9309  0.18
H: 0.2299 -2.6708 -4.3719  0.15
H: 1.2039 -1.6568 -3.4189  0.06
H: 1.4039 0.9732 -5.5419  0.16
H: 1.9329 0.3332 -4.0269  0.09
C: -3.3181 0.1212 4.1791  -0.70
O: -2.9301 0.4052 2.9281  -0.08
N: -3.8681 -0.9428 4.5271  0.15
N: -3.0671 0.8312 5.1971  0.15
H: -4.1361 -1.6208 3.7201  0.10
H: -4.2161 -1.2138 5.4571  0.14
H: -2.5471 1.7182 4.9761  0.16
H: -2.9351 0.4282 6.1371  0.14
C: -3.8061 1.1272 -0.6079  -0.69
O: -4.5591 1.5952 -1.6189  -0.12
N: -2.9051 0.1862 -0.7069  0.17
N: -3.8931 1.4022 0.6361  0.14
H: -2.6541 -0.0898 -1.6929  0.09
H: -2.5101 -0.3558 0.0271  0.04
H: -4.6771 2.0792 0.9181  0.16
H: -3.1941 1.0732 1.3141  0.06
C: 3.0269 -3.1908 1.0011  -0.11
O: 3.3979 -1.8628 1.3521  -0.14
H: 2.7159 -3.2038 -0.0209  0.06
H: 2.2349 -3.5288 1.5841  0.04
H: 3.8519 -3.8848 1.1091  0.09
H: 3.8669 -1.8528 2.2301  0.12
C: 3.6839 -1.1618 -2.9159  -0.13
O: 3.3289 0.2022 -2.7039  -0.14
H: 4.7349 -1.3948 -2.6649  0.10
H: 3.5899 -1.4888 -3.9169  0.06
H: 2.9779 -1.7808 -2.3649  0.06
H: 4.0479 0.8132 -2.8679  0.08
C: 4.0259 1.5032 1.2111  -0.18
O: 4.0069 0.5552 0.2141  -0.11
H: 4.7669 1.2342 1.9691  0.08
H: 3.0329 1.6002 1.6291  0.07
H: 4.3389 2.4992 0.9561  0.07
H: 3.4779 -0.1398 0.5451  -0.01

***

no.,E (Ha),HOMO-LUMO gap (eV)
1,-1959.17403,8.1
2,-2178.30998,7.5